The following is a DFT calculation (ωB97M-V with the def2-TZVPD basis set) of a cluster of 3 separate species, C23H38N2O7 in total in a non-equilibrium geometry.

Results
**Electronic energy**: -41763.967 eV
**Total charge**: 0
**Gap between HOMO and LUMO**: 7.31 eV
**SMILES**: O=C1OC(=O)C(COc2ccccc2)=C1CCCCO.COC[C@@H](C)N.COC[C@@H](C)N
**Highest occupied orbital energy**: -0.322 Ha
**Energy above the lowest of the compared OMol25 structures with the same formula, charge and spin**: 309.1 kcal per mole

Positions of all 70 atoms, in Å:
O 5.33 -2.24 -1.52
C 4.01 -2.09 -1.70
O 3.12 -2.80 -0.74
C 1.87 -2.03 -0.76
O 0.93 -1.84 0.20
C 1.75 -1.29 -2.25
C 0.40 -0.66 -2.96
O -0.76 -1.30 -2.29
C -1.96 -0.46 -2.37
C -1.98 0.96 -1.53
C -3.29 1.94 -1.53
C -4.61 1.49 -2.41
C -4.59 0.05 -3.25
C -3.27 -0.97 -3.24
C 3.13 -1.30 -2.83
C 3.73 -0.70 -4.23
C 4.42 0.80 -4.02
C 5.48 0.87 -2.77
C 4.76 1.28 -1.32
O 5.24 0.49 -0.18
H 0.37 0.51 -2.96
H 0.35 -1.02 -4.09
H -1.00 1.25 -0.92
H -3.24 2.93 -0.91
H -5.58 2.16 -2.44
H -5.54 -0.26 -3.86
H -3.33 -1.98 -3.84
H 2.81 -0.51 -4.96
H 4.46 -1.44 -4.79
H 5.06 0.98 -5.01
H 3.63 1.67 -3.99
H 6.19 -0.06 -2.68
H 6.20 1.80 -3.00
H 3.58 1.20 -1.37
H 5.00 2.42 -1.05
H 6.11 0.02 -0.41
C 0.33 0.27 2.39
O 0.44 1.56 2.98
C 1.44 1.66 4.00
C 2.88 1.86 3.46
C 3.50 0.58 2.91
N 2.93 2.90 2.43
H 0.51 -0.53 3.12
H 1.01 0.18 1.55
H -0.69 0.16 2.01
H 1.18 2.55 4.58
H 1.38 0.81 4.69
H 3.50 2.18 4.31
H 3.12 0.31 1.92
H 4.59 0.70 2.81
H 3.33 -0.27 3.58
H 2.60 3.78 2.83
H 2.22 2.67 1.73
C -6.02 -0.56 3.72
O -5.71 0.08 2.49
C -4.39 -0.16 2.01
C -4.21 -1.51 1.27
C -4.15 -2.71 2.21
N -5.28 -1.72 0.28
H -5.16 -0.61 4.39
H -6.42 -1.56 3.53
H -6.81 0.02 4.21
H -4.18 0.64 1.30
H -3.66 -0.05 2.82
H -3.25 -1.46 0.74
H -5.13 -3.00 2.60
H -3.75 -3.59 1.67
H -3.49 -2.52 3.06
H -5.26 -0.96 -0.39
H -6.17 -1.58 0.77